No. 1
Entry from the Open Molecules 2025 dataset: 2 unconnected molecules or ions with the total composition C9H14O (ωB97M-V/def2-TZVPD).

Results
SMILES: Cc1ccccc1.CCO
Molar mass (g/mol): 138.21
Net charge: 0
Spin multiplicity: 1
Highest occupied orbital energy (eV): -9.01

Positions of all 24 atoms, in Å:
C (3.13, 0.36, -2.70)
C (0.55, -0.59, 0.49)
C (0.25, -1.02, -0.78)
C (1.70, 0.08, 0.82)
C (1.20, -0.85, -1.77)
C (2.64, 0.35, -0.22)
C (2.29, -0.04, -1.52)
H (-0.18, -0.71, 1.29)
H (-0.59, -1.69, -0.91)
H (2.08, 0.39, 1.78)
H (0.95, -1.02, -2.81)
H (3.62, 0.69, 0.00)
H (4.04, 0.91, -2.32)
H (2.70, 0.78, -3.58)
H (3.48, -0.63, -3.07)
C (-2.53, 0.27, 1.91)
C (-3.69, 0.42, 0.88)
O (-3.06, 0.59, 3.19)
H (-2.13, -0.74, 1.96)
H (-1.76, 1.01, 1.69)
H (-3.75, 1.51, 0.83)
H (-3.02, -0.14, 3.80)
H (-4.67, 0.05, 1.12)
H (-3.24, 0.02, -0.09)

---

No. 2
Entry from the Open Molecules 2025 dataset: C2H3NOS2 in the gas phase (ωB97M-V/def2-TZVPD).

Results
SMILES: [H]/N=C\OC1SS1
Molar mass (g/mol): 121.19
Net charge: 0
Spin multiplicity: 1
Highest occupied orbital energy (eV): -8.70

Positions of all 9 atoms, in Å:
C (-0.34, 0.24, -0.81)
C (1.77, 0.44, 0.39)
N (-0.77, -0.91, -0.57)
O (0.83, 0.93, -0.49)
S (3.52, 0.76, -0.13)
S (2.66, -1.11, 0.04)
H (-0.91, 1.03, -1.35)
H (1.67, 0.81, 1.49)
H (-0.27, -1.48, -0.04)

---

No. 3
Entry from the Open Molecules 2025 dataset: 2 unconnected molecules or ions with the total composition C5H14N2O (ωB97M-V/def2-TZVPD).

Results
Molar mass (g/mol): 118.18
Net charge: +1
Expectation value of S²: 1.748
Spin multiplicity: 2
Highest occupied orbital energy (spin up / spin down) (eV): -13.84 / -13.39

Positions of all 22 atoms, in Å:
N (-1.78, 0.05, -0.43)
C (-0.50, 0.30, 0.20)
C (0.16, -1.07, 0.39)
C (-0.36, -1.88, 1.58)
O (-2.31, -2.55, -1.19)
C (0.36, 1.36, -0.52)
N (1.51, 1.58, 0.31)
C (2.48, 2.42, -0.40)
H (-2.03, -0.89, -0.86)
H (-2.56, 0.20, 0.22)
H (-0.63, 0.74, 1.20)
H (1.24, -0.93, 0.52)
H (-0.21, -1.34, 2.52)
H (-1.43, -2.06, 1.45)
H (0.10, -2.86, 1.62)
H (0.11, -1.63, -0.55)
H (0.65, 0.99, -1.52)
H (-0.26, 2.25, -0.67)
H (-2.62, -2.62, -2.12)
H (3.32, 2.65, 0.25)
H (2.84, 1.94, -1.31)
H (1.94, 3.34, -0.68)

---

No. 4
Entry from the Open Molecules 2025 dataset: 2 unconnected molecules or ions with the total composition C27H22Br2IO4 (ωB97M-V/def2-TZVPD).

Results
Molar mass (g/mol): 697.18
Net charge: +1
Spin multiplicity: 1
Highest occupied orbital energy (eV): -11.09

Positions of all 56 atoms, in Å:
Br (8.20, 1.27, 2.97)
C (6.37, 1.28, 2.48)
C (5.97, 1.94, 1.31)
C (4.63, 1.95, 0.95)
C (3.64, 1.29, 1.73)
C (2.28, 1.28, 1.30)
C (1.29, 0.47, 1.84)
C (-0.05, 0.51, 1.48)
C (-1.07, 0.01, 2.35)
C (-2.34, 0.64, 2.49)
C (-3.27, 0.18, 3.41)
C (-2.98, -0.94, 4.21)
Br (-4.27, -1.60, 5.43)
C (-1.74, -1.58, 4.09)
C (-0.81, -1.12, 3.17)
C (4.07, 0.64, 2.92)
C (5.42, 0.64, 3.29)
H (6.70, 2.44, 0.69)
H (4.31, 2.45, 0.04)
H (2.02, 1.99, 0.51)
H (1.58, -0.19, 2.66)
H (-0.38, 1.11, 0.62)
H (-2.55, 1.52, 1.88)
H (-4.23, 0.68, 3.53)
H (-1.51, -2.44, 4.72)
H (0.13, -1.65, 3.03)
H (3.35, 0.13, 3.55)
H (5.73, 0.14, 4.20)
C (-3.06, -2.50, -1.56)
C (-1.82, -3.28, -1.92)
C (-2.11, -4.76, -2.21)
O (-1.22, -2.76, -3.13)
C (-0.79, -1.45, -3.03)
O (-0.79, -0.75, -4.02)
C (-0.34, -1.01, -1.69)
I (1.03, 0.57, -1.83)
C (-0.30, 1.95, -2.81)
C (-0.03, 2.35, -4.11)
C (-0.91, 3.27, -4.73)
C (-2.03, 3.73, -4.04)
C (-2.30, 3.28, -2.75)
C (-1.44, 2.36, -2.13)
C (-0.12, -2.06, -0.71)
O (0.66, -2.00, 0.23)
O (-0.84, -3.23, -0.86)
H (-2.85, -1.43, -1.45)
H (-3.81, -2.65, -2.34)
H (-3.47, -2.90, -0.62)
H (-1.20, -5.24, -2.57)
H (-2.47, -5.25, -1.31)
H (-2.87, -4.83, -2.99)
H (0.82, 1.95, -4.65)
H (-0.70, 3.61, -5.74)
H (-2.71, 4.44, -4.52)
H (-3.17, 3.63, -2.20)
H (-1.67, 1.96, -1.14)

---

Computed values of energy above the lowest of the compared OMol25 structures with the same formula, charge and spin (unit: eV) for the preceding records, in sequence: 1.386; 2.032; 5.561; 0.000.